{
  "formula": "C10H17I3N2O5",
  "method": "ωB97M-V with the def2-TZVPD basis set",
  "homo_energy_ev": -8.7,
  "orbital_gap_ha": 0.2611,
  "e_lumo_ha": -0.0569,
  "species": ["O", "C", "H", "C", "H", "H", "C", "H", "H", "C", "H", "C", "H", "C", "I", "O", "H", "H", "C", "I", "H", "H", "O", "H", "H", "C", "C", "O", "H", "N", "N", "O", "H", "H", "H", "C", "I"],
  "coordinates": [[2.39716, -0.56084, 1.89688], [3.27046, -1.61774, 2.37033], [-2.53293, 5.61736, -1.63271], [-2.33449, 4.78678, -0.95038], [4.99948, -3.27950, 4.05776], [-1.67977, -4.12644, -2.10922], [1.18994, -0.51514, 2.63806], [-1.27611, 3.41190, -3.65172], [-3.20446, 4.63434, -0.31001], [4.47046, -1.25967, 3.06048], [-0.21741, 2.82296, -2.35345], [-1.89061, -3.45073, -1.26386], [-1.62429, -0.14746, -0.90568], [-1.14155, -1.72179, -2.84657], [2.83622, -3.74775, 2.02700], [-2.60946, 1.43689, -2.24577], [-0.41520, 4.57779, -2.61038], [-1.01314, -2.57656, -3.51301], [5.50937, -2.39594, 3.55483], [-0.42070, -2.33985, 3.95099], [-1.25179, -1.36776, 0.33995], [-1.85548, -1.02429, -3.29113], [0.18736, -0.02491, 2.05680], [-0.17813, -1.22255, -2.71410], [5.97995, -2.80414, 2.57922], [-0.91880, 3.61087, -2.63840], [-1.86967, -1.14001, -0.53143], [1.11457, -0.97876, 3.98284], [6.34042, -1.91855, 4.19234], [-2.04551, 3.59749, -1.72563], [-1.63679, -2.14273, -1.55194], [-2.30778, -3.87383, -0.19813], [-2.92099, -1.17164, -0.23481], [-1.46853, 5.02512, -0.32758], [-3.62783, 2.56239, -0.90452], [-2.79892, 2.46647, -1.62432], [4.94496, 0.85823, 3.42725]],
  "forces_ev_per_a": [[-0.6539, -2.5583, 2.7852], [3.2916, 1.9218, 1.8759], [-0.0226, 0.0915, 0.1783], [0.1987, -0.0712, -0.1815], [0.5587, 1.4364, -0.4370], [0.0305, 0.0555, -0.0738], [-3.5327, 2.0133, -1.9252], [0.1795, 0.0095, 0.0090], [0.0838, -0.0651, -0.0923], [-2.2963, -2.0458, -1.1700], [0.0518, 0.0881, -0.1490], [0.0810, 0.5943, 0.0021], [-0.0458, -0.2417, -0.0537], [-0.1404, 0.1371, 0.1622], [0.0869, 1.8947, 0.0252], [0.1335, 0.3090, -0.0904], [-0.1280, -0.0846, 0.0712], [-0.0242, 0.0018, 0.1412], [0.1496, 0.9983, -1.2163], [0.3440, 0.3949, 0.4689], [-0.1147, 0.1157, 0.0400], [0.1775, 0.0350, -0.0894], [4.1342, -1.7570, 2.2992], [-0.0274, 0.0295, -0.1872], [-0.5618, 0.6016, 1.6303], [-0.0727, -0.2988, -0.0706], [0.0209, -0.1921, 0.3349], [0.3680, -0.1962, -3.1586], [-1.4702, -0.8622, -0.9307], [-0.5727, -0.5447, 0.2093], [-0.1066, -1.0269, -0.0463], [0.1127, 0.2516, -0.1585], [0.0844, 0.1375, 0.0734], [-0.1306, 0.1464, 0.0532], [0.0228, 0.0867, 0.0244], [0.2326, 0.4111, -0.0427], [-0.4423, -1.8167, -0.3107]],
  "nbo_charge": [-0.507, 0.069, 0.195, -0.398, 0.246, 0.100, 0.962, 0.214, 0.213, -0.168, 0.216, 0.528, 0.227, -0.400, 0.174, -0.637, 0.205, 0.201, -0.678, 0.509, 0.213, 0.214, -0.573, 0.192, 0.238, -0.418, -0.422, -0.682, 0.242, -0.430, -0.426, -0.639, 0.206, 0.198, 0.111, 0.535, 0.168]
}


{
  "formula": "C10H17N2S",
  "method": "ωB97M-V with the def2-TZVPD basis set",
  "spin_multiplicity": 3,
  "total_charge": 1,
  "homo_energy_ev": [-8.3, -12.2],
  "orbital_gap_ha": [0.2109, 0.2453],
  "e_lumo_ha": [-0.0936, -0.2040],
  "relative_energy_kj_mol": 173.2,
  "s_squared": 2.019,
  "species": ["C", "C", "C", "N", "H", "C", "C", "H", "H", "H", "H", "H", "H", "C", "H", "H", "C", "H", "N", "C", "S", "H", "H", "H", "C", "H", "H", "H", "C", "H"],
  "coordinates": [[-3.70015, 0.15421, 0.59140], [0.25884, -0.22198, 0.35205], [0.86755, 1.44168, 2.22035], [2.36061, -0.76894, -0.44755], [1.10569, 0.64481, 2.85415], [1.04313, -0.36898, -0.88090], [-2.06746, -0.59616, 2.58408], [1.54995, 2.33898, 2.45828], [0.29441, -1.03728, 1.16319], [2.01186, 0.57874, 0.53694], [-4.59052, 0.08114, 1.18872], [0.54853, 1.25078, -2.36328], [0.62074, -1.05704, -1.54789], [-2.44022, -0.23428, 1.12515], [-1.69047, -1.59280, 2.46196], [2.83531, -1.20906, -1.27470], [-3.72010, 0.21803, -0.76284], [-3.04687, -0.58610, 3.07910], [0.94774, 1.02464, 0.82258], [0.75462, 2.00323, -0.28074], [-2.09203, 0.12094, -1.38440], [2.07478, 1.10515, -1.90560], [2.23831, -1.52357, 0.34225], [-4.61985, 0.14947, -1.35097], [1.13235, 1.03265, -1.49737], [-0.01336, 1.86625, 2.50535], [1.41911, 2.85630, -0.19920], [-1.40383, 0.10553, 3.13970], [-1.44884, -0.10039, 0.20545], [-0.25388, 2.27177, -0.25521]],
  "forces_ev_per_a": [[1.9986, -1.8630, 4.2469], [-5.5589, -0.4165, 2.6241], [2.9025, 2.1479, -0.5247], [0.8896, -2.4557, 1.1698], [0.4292, -1.2197, 0.8674], [-0.7127, -0.1687, -1.0957], [-2.0451, 1.0970, -1.4186], [-0.3460, -1.6396, -0.7842], [0.6929, 1.1654, -1.2746], [-1.7848, 1.3383, 1.3926], [-0.2260, 0.2208, 0.1648], [-1.1667, -0.2765, -0.2894], [-0.7867, -1.0781, -0.9786], [-4.4824, 1.2480, 4.4007], [0.4741, -0.6392, 0.7764], [-0.0705, 0.6227, 1.4203], [-0.7105, 0.3426, -1.5857], [0.5048, -0.3975, 0.3980], [3.0293, -0.7275, -0.1491], [2.1132, -1.6108, -1.0866], [1.1767, 0.0921, -1.9197], [2.5486, 0.7516, -0.2005], [0.6421, 1.4815, -2.3192], [0.2330, 0.0873, -0.3502], [-2.0305, 0.7836, 1.4100], [-3.0803, 0.6137, 0.2303], [0.0110, 0.0018, 0.2413], [-0.2084, -0.5620, -0.7190], [7.1562, 0.4410, -4.3145], [-1.5924, 0.6196, -0.3319]],
  "mulliken_spin": [0.055, 0.124, 0.016, 0.000, -0.005, 0.019, 0.027, 0.001, 0.023, -0.002, -0.005, -0.002, -0.004, 0.363, 0.017, 0.001, 0.626, 0.001, 0.011, -0.002, 0.161, 0.001, 0.000, 0.020, -0.001, -0.001, -0.003, 0.016, 0.538, 0.006]
}


{
  "formula": "C10H17N3O2",
  "method": "ωB97M-V with the def2-TZVPD basis set",
  "smiles": "CC1=[N+]([O-])C2(CCCC2)N(N=O)C1(C)C",
  "homo_energy_ev": -8.8,
  "orbital_gap_ha": 0.3479,
  "e_lumo_ha": 0.0232,
  "relative_energy_kj_mol": 653.2,
  "species": ["H", "H", "H", "C", "O", "C", "H", "C", "H", "O", "H", "H", "C", "H", "H", "H", "H", "C", "H", "C", "C", "H", "H", "C", "N", "H", "C", "H", "N", "H", "N", "C"],
  "coordinates": [[-1.72413, -0.51928, 1.95008], [-1.65313, 1.30287, 1.63117], [-1.44011, -0.61120, -2.10435], [1.55477, -0.65466, -0.03685], [-0.13011, 2.43900, 0.41168], [-1.60941, 0.27168, -1.30823], [-3.63838, -0.87987, -0.87699], [-0.81661, 0.27299, 0.01757], [-4.01800, 0.17852, 0.99187], [-1.32390, -2.64230, 0.37090], [3.11447, 1.97453, -0.69001], [-1.48430, 1.30656, -1.71812], [2.36075, -1.25439, 1.19541], [1.88201, -2.25306, -1.34021], [-3.79686, 0.84240, -1.40120], [1.98151, -0.91966, 2.09428], [3.37352, 1.18358, 0.81210], [2.03144, -1.18950, -1.41059], [1.39404, -0.75079, -2.16985], [2.60766, 1.66970, 0.25897], [-3.16562, 0.17766, -0.90369], [3.00521, -1.15426, -1.76778], [2.26280, 2.55020, 0.79204], [1.45081, 0.81441, 0.11887], [0.13571, -1.00811, 0.09082], [3.19069, -0.59036, 1.07178], [-1.84446, 0.33387, 1.18087], [-3.46306, 1.66240, 0.54393], [-0.11591, -2.24981, 0.28926], [2.82561, -2.26669, 1.27132], [0.24290, 1.29548, 0.09996], [-3.18991, 0.66810, 0.53496]],
  "forces_ev_per_a": [[-0.4978, 1.3435, -1.5827], [0.7772, -0.2184, 0.8420], [0.3943, 2.2718, 1.9470], [-0.1318, -1.8694, 0.8067], [-0.2593, 1.8649, -0.4712], [-1.9796, -0.6109, -1.4657], [1.2564, 1.5598, -0.6422], [0.1981, -4.0496, -0.3017], [-0.5564, -0.5090, 0.8251], [2.5111, 1.5782, -0.2503], [-0.7348, -0.1454, 0.4382], [0.1091, -1.0039, -0.2031], [1.6158, 0.5386, -2.6973], [-0.5831, -0.5331, -0.1994], [-0.8050, 0.7325, -1.6451], [-1.4057, 0.2671, 1.9674], [0.6055, -0.2645, 0.6430], [-1.8802, -0.2324, 0.7921], [-0.2158, -0.1277, -0.2212], [0.5062, 1.4499, -0.5717], [1.4238, -2.2278, 1.3912], [2.2054, 0.9809, 0.0821], [0.2899, 0.3690, -0.0194], [0.0511, -0.1048, -1.0596], [-1.5307, 1.5992, -0.0904], [1.3150, -0.0705, 0.3519], [0.6753, 0.7171, 0.6828], [0.1627, 2.4479, 0.2881], [-2.6148, -1.4567, 0.1409], [-1.1865, 0.5649, -0.6625], [0.2313, -1.8243, 1.1453], [0.0534, -3.0368, -0.2601]],
  "nbo_charge": [0.255, 0.255, 0.253, 0.120, -0.542, -0.463, 0.214, 0.291, 0.216, -0.458, 0.240, 0.235, -0.612, 0.232, 0.208, 0.217, 0.224, -0.624, 0.216, -0.672, -0.382, 0.224, 0.261, 0.186, -0.211, 0.199, -0.465, 0.202, 0.230, 0.242, 0.109, -0.401]
}


{
  "formula": "C10H17N3S2",
  "method": "ωB97M-V with the def2-TZVPD basis set",
  "smiles": "C/C(=N/C(=S)CN1CCCC1=S)N(C)C",
  "homo_energy_ev": -8.1,
  "orbital_gap_ha": 0.2992,
  "e_lumo_ha": 0.0011,
  "species": ["H", "C", "C", "H", "N", "H", "H", "H", "C", "C", "S", "H", "H", "H", "H", "H", "H", "H", "H", "C", "C", "N", "C", "H", "H", "C", "H", "S", "C", "H", "N", "C"],
  "coordinates": [[-2.09499, 0.28121, 2.84563], [0.30693, 2.42284, 1.07492], [-0.30398, -1.67434, -0.38867], [-0.02370, -0.19022, -4.52602], [-0.07346, 0.36276, 2.38266], [0.32351, 1.63030, -2.43462], [0.61346, -2.24798, -3.46536], [-1.21721, -0.50146, 4.02127], [1.21129, 0.31222, 3.16792], [-0.09051, -1.65644, -2.84299], [2.51586, 0.11150, -0.58636], [1.39487, 1.22972, 3.77393], [-0.78945, -2.62390, -0.45360], [-0.28524, 3.29398, 1.55252], [1.68596, 0.78117, -3.26555], [-1.28803, 0.15509, -3.27709], [2.02881, 0.35498, 2.53608], [-1.41330, -1.32119, 2.48941], [1.32662, -0.64170, 3.71116], [0.80086, 0.69034, -2.77077], [-1.19160, -0.34305, 2.91018], [0.44916, -1.34013, -1.59525], [-1.41760, -0.56976, -0.03759], [0.39010, -1.76973, 0.40121], [-1.03458, -2.14831, -2.84621], [1.21359, -0.19003, -1.63975], [0.50943, 2.52536, 0.01672], [-2.95949, -0.88320, -0.33131], [-0.41067, 1.07075, 1.23600], [1.21216, 2.34606, 1.57332], [-1.13334, 0.75208, 0.22910], [-0.25543, -0.21891, -3.46090]],
  "forces_ev_per_a": [[0.0800, -0.2474, -0.6022], [-2.5889, 0.2272, 0.3540], [-0.2117, 1.6968, 0.4487], [-0.5214, -0.2122, -0.1217], [-0.0988, -0.6342, 0.1148], [0.7516, -0.3988, -0.0130], [-0.2539, 0.1646, 0.4275], [0.9872, 0.1576, -0.7911], [-1.4570, 1.2164, 0.1743], [0.0642, 1.7358, -2.9126], [-1.6980, -0.2458, -1.0702], [-0.7123, -0.8171, 0.2847], [-0.4529, -0.4081, -0.4988], [0.8281, -1.3786, -0.9813], [2.1282, 1.0800, -2.1053], [0.7589, -0.2488, -0.1464], [1.5153, -0.2091, -1.8370], [0.0992, -0.1271, -0.2851], [-0.6176, 0.6452, -0.0546], [-2.9046, -1.6218, 1.4804], [-1.8944, -0.5613, 2.0587], [0.2722, 0.3161, 2.1677], [0.1991, -0.2176, -0.9811], [0.8470, 0.2002, 1.1301], [-0.6735, -0.4734, 0.4395], [1.1787, -0.1610, 2.7180], [-0.1605, 0.5462, -0.0531], [-1.4588, -1.1429, -0.2963], [3.0548, 2.3247, -0.1199], [1.8784, 0.1006, 0.9948], [1.1315, -1.5622, 0.9650], [-0.0702, 0.2561, -0.8886]],
  "nbo_charge": [0.211, -0.659, -0.268, 0.214, -0.477, 0.256, 0.188, 0.213, -0.402, -0.216, -0.162, 0.199, 0.233, 0.230, 0.236, 0.223, 0.218, 0.195, 0.222, -0.520, -0.422, -0.461, 0.046, 0.227, 0.223, 0.223, 0.235, -0.015, 0.561, 0.213, -0.557, -0.407]
}


The records above yield max |F| values of 5.046; 8.368; 4.066; 3.841 eV/A, respectively.